(1)
The following is a quantum chemistry calculation of C53H63BFeN5O5P3SSi as an isolated structure at a distorted geometry, from OMol25.

Output
LUMO (alpha / beta): -2.177 / -3.912 eV
Charge: +1
Spin multiplicity: 6
Energy relative to the best compared isomer or geometry (same formula, charge and spin): 18.5 kcal per mole
Expectation value of S²: 8.78

Last column: Löwdin spin population.
Element x y z (Å)
Fe  0.490  0.083  0.083  3.59
C  -1.935  -1.708  2.476  0.00
N  -0.695  -1.298  1.764  0.04
P  0.639  -0.477  2.609  0.05
C  -0.119  -0.266  4.270  0.02
C  -1.247  0.545  4.439  0.00
C  -1.809  0.734  5.691  0.00
C  -1.242  0.129  6.807  0.00
C  -0.102  -0.644  6.661  0.00
C  0.467  -0.832  5.405  0.01
C  1.863  -1.781  2.967  0.01
C  3.206  -1.412  2.961  0.00
C  4.196  -2.360  3.199  0.00
C  3.846  -3.681  3.436  0.00
C  2.504  -4.052  3.455  0.00
C  1.519  -3.107  3.226  0.00
P  -2.293  0.183  -0.979  0.58
C  -3.203  1.691  -1.447  0.05
C  -2.514  2.706  -2.128  0.05
C  -3.119  3.913  -2.430  -0.01
C  -4.431  4.148  -2.042  0.06
C  -5.138  3.149  -1.385  -0.01
C  -4.539  1.933  -1.097  0.05
C  -3.718  -0.942  -0.740  0.07
C  -4.148  -1.766  -1.779  0.02
C  -5.233  -2.617  -1.605  0.00
C  -5.891  -2.668  -0.383  0.00
C  -5.480  -1.842  0.654  0.00
C  -4.404  -0.982  0.474  0.02
H  -2.550  -0.857  2.749  0.00
H  -1.670  -2.237  3.390  0.00
H  -2.515  -2.365  1.837  0.00
H  -1.701  1.031  3.583  0.00
H  -2.686  1.363  5.796  0.00
H  -1.687  0.266  7.786  0.00
H  0.355  -1.111  7.526  0.00
H  1.357  -1.438  5.311  0.00
H  3.477  -0.379  2.771  0.00
H  5.237  -2.061  3.191  0.00
H  4.616  -4.425  3.602  0.00
H  2.227  -5.081  3.649  0.00
H  0.475  -3.406  3.247  0.00
H  -1.483  2.541  -2.415  0.00
H  -2.559  4.681  -2.953  0.00
H  -4.901  5.100  -2.255  0.00
H  -6.165  3.320  -1.083  0.00
H  -5.116  1.176  -0.590  0.00
H  -3.647  -1.735  -2.740  0.00
H  -5.560  -3.243  -2.426  0.00
H  -6.730  -3.339  -0.245  0.00
H  -5.994  -1.867  1.608  0.00
H  -4.112  -0.313  1.276  0.00
C  3.232  -2.291  -1.302  0.00
C  3.578  -0.952  -0.720  0.00
C  4.883  -0.537  -0.787  0.00
C  5.248  0.701  -0.225  0.00
C  4.311  1.442  0.425  0.00
C  2.960  0.960  0.535  0.01
N  2.609  -0.223  -0.096  0.03
N  2.003  1.548  1.233  0.08
Si  2.337  2.855  2.337  0.01
C  3.579  2.281  3.624  0.00
C  2.957  4.433  1.512  0.00
C  0.829  3.374  3.317  0.00
H  3.336  -3.039  -0.515  0.00
H  3.924  -2.547  -2.104  0.00
H  2.214  -2.323  -1.681  0.00
H  5.618  -1.170  -1.269  0.00
H  6.269  1.057  -0.305  0.00
H  4.564  2.397  0.869  0.00
H  4.506  1.887  3.196  0.00
H  3.136  1.495  4.249  0.00
H  3.848  3.114  4.284  0.00
H  3.444  4.271  0.544  0.00
H  3.673  4.943  2.167  0.00
H  2.123  5.122  1.350  0.00
H  0.347  4.259  2.887  0.00
H  0.078  2.588  3.393  0.00
H  1.141  3.631  4.338  0.00
C  -1.122  2.046  -5.392  0.00
C  -1.245  0.720  -4.677  0.01
O  0.030  0.365  -4.109  0.01
P  0.525  -0.100  -2.636  0.04
O  2.094  -0.036  -2.960  0.01
C  2.742  -0.400  -4.195  0.00
C  3.074  0.837  -5.001  0.00
O  0.242  -1.701  -2.707  0.01
C  -0.752  -2.314  -3.561  0.01
C  -0.161  -2.785  -4.871  0.00
H  -2.044  2.258  -5.940  0.00
H  -0.293  2.009  -6.104  0.00
H  -0.941  2.863  -4.688  0.00
H  -1.508  -0.058  -5.396  0.00
H  -2.020  0.752  -3.917  0.01
H  2.110  -1.082  -4.760  0.00
H  3.649  -0.925  -3.904  0.00
H  2.171  1.424  -5.170  0.00
H  3.496  0.551  -5.966  0.00
H  3.802  1.453  -4.470  0.00
H  -1.568  -1.615  -3.735  0.01
H  -1.144  -3.159  -3.006  0.00
H  0.161  -1.941  -5.484  0.00
H  -0.914  -3.350  -5.426  0.00
H  0.697  -3.435  -4.684  0.00
N  1.849  2.835  -1.917  0.00
C  0.803  3.155  -1.133  0.00
N  0.101  2.332  -0.399  0.03
C  -0.866  3.047  0.333  0.00
C  -1.763  2.505  1.250  0.02
C  -2.702  3.321  1.852  0.00
C  -2.748  4.687  1.576  0.00
C  -1.846  5.251  0.687  0.00
C  -0.918  4.418  0.079  0.00
S  0.300  4.835  -1.088  0.00
H  2.195  1.887  -1.981  0.00
H  2.351  3.566  -2.386  0.00
H  -1.699  1.446  1.475  0.01
H  -3.413  2.901  2.556  0.00
H  -3.488  5.313  2.060  0.00
H  -1.868  6.313  0.466  0.00
O  -1.379  -2.833  -0.066  0.00
B  -0.380  -2.135  0.624  0.01
O  0.859  -2.761  0.441  0.02
C  0.571  -3.939  -0.230  0.00
C  1.393  -5.011  -0.491  0.00
C  0.818  -6.104  -1.140  0.00
C  -0.526  -6.107  -1.500  0.00
C  -1.356  -5.030  -1.194  0.00
C  -0.774  -3.968  -0.545  0.00
H  2.431  -5.020  -0.183  0.00
H  1.438  -6.961  -1.370  0.00
H  -0.939  -6.966  -2.014  0.00
H  -2.411  -5.030  -1.441  0.00

***

(2)
The following is a quantum chemistry calculation of a 2-piece molecular cluster, C53H63Br2N2 overall at a distorted geometry, from OMol25.

Output
LUMO: -5.802 eV
Charge: +1

Last column: Löwdin charge in e.
Element x y z (Å)
Br  5.442  -5.549  -0.554  0.84
C  5.185  -3.945  0.402  -0.66
C  5.932  -2.826  0.091  -0.10
C  5.747  -1.655  0.792  0.00
C  4.799  -1.575  1.824  -0.20
C  4.633  -0.352  2.539  0.07
C  3.686  -0.155  3.517  -0.06
C  3.540  1.017  4.225  0.07
C  2.586  1.204  5.267  -0.20
C  2.437  2.469  5.855  0.01
C  1.526  2.677  6.865  -0.09
C  0.747  1.631  7.319  -0.66
Br  -0.499  1.910  8.704  0.84
C  0.876  0.372  6.766  -0.09
C  1.780  0.157  5.751  0.01
C  4.053  -2.730  2.118  0.01
C  4.248  -3.899  1.415  -0.09
H  6.657  -2.887  -0.707  0.11
H  6.329  -0.784  0.551  0.12
H  5.300  0.458  2.301  0.13
H  3.000  -0.954  3.724  0.09
H  4.181  1.848  3.981  0.13
H  3.044  3.283  5.499  0.13
H  1.402  3.652  7.311  0.11
H  0.263  -0.433  7.144  0.11
H  1.887  -0.829  5.341  0.11
H  3.330  -2.712  2.911  0.11
H  3.679  -4.788  1.642  0.11
C  3.069  -0.108  -3.148  -0.05
C  4.330  0.709  -3.457  -0.49
C  5.323  0.416  -2.302  -0.09
C  4.991  0.202  -4.746  -0.03
C  4.024  2.227  -3.586  -0.07
C  4.682  3.047  -2.677  -0.05
C  4.685  4.411  -2.783  -0.06
C  3.993  4.996  -3.806  -0.05
C  3.234  4.263  -4.706  -0.07
C  2.511  5.131  -5.768  -0.50
C  1.183  4.519  -6.212  -0.06
C  3.458  5.377  -6.967  -0.03
C  2.120  6.516  -5.190  -0.06
C  3.234  2.834  -4.615  -0.05
N  2.450  2.017  -5.543  0.01
C  2.789  1.944  -6.987  -0.11
C  1.551  1.336  -7.656  -0.10
N  0.722  0.801  -6.545  -0.02
C  -0.381  -0.104  -6.863  -0.07
C  -0.110  -1.468  -7.195  -0.10
C  1.292  -2.102  -7.362  -0.49
C  1.269  -3.606  -6.992  -0.06
C  2.346  -1.486  -6.433  -0.05
C  1.713  -1.993  -8.846  -0.03
C  -1.170  -2.311  -7.498  -0.04
C  -2.472  -1.892  -7.468  -0.06
C  -2.741  -0.585  -7.169  -0.04
C  -1.743  0.332  -6.871  -0.08
C  -2.258  1.786  -6.747  -0.49
C  -3.617  1.839  -6.004  -0.04
C  -2.437  2.351  -8.167  -0.03
C  -1.315  2.699  -5.978  -0.06
C  1.237  1.303  -5.306  -0.23
C  0.636  1.295  -4.072  -0.06
C  -0.564  0.595  -3.642  -0.23
C  -0.897  -0.697  -4.068  -0.04
C  -2.085  -1.288  -3.700  -0.08
C  -2.973  -0.609  -2.888  -0.11
C  -2.656  0.654  -2.425  -0.10
C  -1.461  1.238  -2.774  -0.06
H  2.398  -0.119  -3.998  0.03
H  3.322  -1.147  -2.934  0.09
H  2.536  0.295  -2.287  0.09
H  6.267  0.946  -2.446  0.09
H  4.900  0.700  -1.337  0.07
H  5.558  -0.648  -2.249  0.07
H  5.911  0.749  -4.956  0.10
H  5.240  -0.858  -4.669  0.09
H  4.326  0.323  -5.592  0.04
H  5.241  2.625  -1.862  0.08
H  5.238  5.017  -2.081  0.11
H  4.057  6.065  -3.897  0.10
H  0.579  4.272  -5.339  0.09
H  0.620  5.216  -6.833  0.10
H  1.330  3.628  -6.803  0.04
H  4.191  6.149  -6.731  0.09
H  4.030  4.491  -7.230  0.07
H  2.907  5.706  -7.849  0.09
H  2.986  7.149  -5.000  0.07
H  1.496  7.063  -5.897  0.09
H  1.561  6.401  -4.262  0.10
H  3.036  2.920  -7.400  0.09
H  3.681  1.329  -7.127  0.11
H  0.967  2.076  -8.212  0.12
H  1.815  0.558  -8.369  0.10
H  0.699  -4.198  -7.707  0.07
H  2.279  -4.016  -6.991  0.09
H  0.841  -3.751  -6.000  0.09
H  2.484  -0.431  -6.616  0.04
H  2.056  -1.616  -5.392  0.08
H  3.315  -1.964  -6.575  0.09
H  1.485  -1.017  -9.268  0.07
H  2.779  -2.183  -8.978  0.09
H  1.170  -2.716  -9.456  0.09
H  -0.984  -3.328  -7.786  0.10
H  -3.274  -2.580  -7.688  0.11
H  -3.768  -0.269  -7.202  0.10
H  -3.567  1.290  -5.064  0.08
H  -3.896  2.869  -5.775  0.09
H  -4.432  1.426  -6.597  0.07
H  -1.482  2.380  -8.691  0.08
H  -3.122  1.734  -8.749  0.09
H  -2.843  3.363  -8.142  0.09
H  -0.328  2.650  -6.416  0.04
H  -1.657  3.733  -6.007  0.10
H  -1.252  2.406  -4.936  0.06
H  1.083  1.950  -3.343  0.11
H  -0.208  -1.229  -4.696  0.10
H  -2.336  -2.272  -4.063  0.11
H  -3.920  -1.056  -2.631  0.10
H  -3.363  1.190  -1.811  0.10
H  -1.231  2.231  -2.431  0.11

***

(3)
The following is a quantum chemistry calculation of C53H64FO4Sn as an isolated structure, from OMol25.

Output
LUMO: 2.390 eV
Charge: -1
Energy relative to the best compared isomer or geometry (same formula, charge and spin): 0.0 kcal per mole

Last column: Löwdin charge in e.
Element x y z (Å)
Sn  0.579  -3.474  0.806  1.36
C  0.955  -4.260  -3.530  -0.07
O  1.013  -3.593  -2.284  -0.23
C  0.722  -2.246  -2.388  -0.25
C  1.750  -1.319  -2.274  -0.11
C  3.115  -1.700  -1.722  -0.07
C  3.458  -0.745  -0.603  -0.15
C  4.309  0.320  -0.849  -0.02
C  4.538  1.336  0.079  -0.19
C  3.857  1.232  1.283  0.00
C  2.996  0.177  1.576  -0.13
C  2.210  0.205  2.862  -0.07
C  0.827  0.773  2.611  -0.11
C  0.645  2.063  2.132  0.03
C  -0.614  2.551  1.782  -0.17
C  -1.684  1.660  1.813  0.03
C  -1.545  0.364  2.302  -0.11
C  -2.688  -0.630  2.271  -0.07
C  -3.095  -0.942  0.852  -0.13
C  -4.185  -0.297  0.292  -0.01
C  -4.583  -0.484  -1.030  -0.19
C  -3.805  -1.351  -1.787  -0.02
C  -2.692  -2.010  -1.273  -0.15
C  -1.773  -2.750  -2.219  -0.08
C  -0.602  -1.832  -2.541  -0.12
C  -0.838  -0.496  -2.821  0.03
C  0.183  0.448  -2.854  -0.15
C  1.462  0.020  -2.533  0.04
C  -0.163  1.910  -3.124  -0.54
C  -0.688  2.057  -4.557  -0.05
C  1.050  2.825  -2.949  -0.07
C  -1.252  2.353  -2.135  -0.05
C  -2.326  -1.846  0.083  -0.29
O  -1.345  -2.538  0.624  -0.27
C  -5.793  0.267  -1.581  -0.56
C  -6.041  -0.046  -3.057  -0.07
C  -5.567  1.780  -1.449  -0.05
C  -7.050  -0.122  -0.791  -0.06
C  -0.299  -0.027  2.773  -0.20
O  -0.169  -1.249  3.392  -0.18
C  -0.285  -1.149  4.798  -0.07
C  -0.790  4.037  1.458  -0.55
C  0.267  4.531  0.462  -0.04
C  -2.174  4.345  0.884  -0.06
C  -0.627  4.823  2.770  -0.05
C  2.790  -0.858  0.643  -0.29
O  2.052  -1.915  0.911  -0.28
C  5.457  2.504  -0.274  -0.56
C  4.891  3.250  -1.491  -0.05
C  6.860  1.983  -0.613  -0.06
C  5.586  3.503  0.876  -0.07
H  1.690  -3.849  -4.230  0.09
H  -0.040  -4.183  -3.980  0.09
H  1.181  -5.307  -3.336  0.09
H  3.881  -1.633  -2.499  0.12
H  3.079  -2.731  -1.370  0.11
H  4.792  0.361  -1.822  0.11
H  3.982  1.993  2.045  0.10
H  2.740  0.818  3.597  0.12
H  2.112  -0.805  3.258  0.11
H  1.520  2.695  2.032  0.11
H  -2.660  1.962  1.453  0.11
H  -3.550  -0.225  2.810  0.12
H  -2.368  -1.545  2.766  0.11
H  -4.748  0.379  0.931  0.11
H  -4.039  -1.518  -2.833  0.10
H  -2.326  -3.020  -3.124  0.12
H  -1.390  -3.667  -1.769  0.10
H  -1.866  -0.176  -2.935  0.11
H  2.266  0.735  -2.422  0.10
H  0.074  1.760  -5.280  0.09
H  -0.969  3.095  -4.757  0.08
H  -1.567  1.429  -4.716  0.08
H  1.839  2.586  -3.665  0.09
H  1.470  2.741  -1.944  0.07
H  0.753  3.865  -3.108  0.09
H  -2.194  1.828  -2.310  0.07
H  -1.442  3.426  -2.232  0.08
H  -0.948  2.136  -1.108  0.08
H  -5.188  0.243  -3.675  0.08
H  -6.913  0.510  -3.408  0.08
H  -6.232  -1.109  -3.214  0.08
H  -4.680  2.086  -2.008  0.08
H  -5.420  2.072  -0.408  0.07
H  -6.428  2.333  -1.837  0.08
H  -7.240  -1.194  -0.880  0.09
H  -7.924  0.418  -1.166  0.08
H  -6.937  0.109  0.269  0.07
H  0.489  -0.494  5.213  0.09
H  -0.163  -2.154  5.198  0.09
H  -1.267  -0.755  5.083  0.10
H  0.217  3.978  -0.475  0.05
H  1.278  4.434  0.859  0.07
H  0.100  5.589  0.242  0.09
H  -2.361  3.785  -0.034  0.07
H  -2.243  5.411  0.654  0.08
H  -2.966  4.109  1.596  0.08
H  0.360  4.653  3.202  0.08
H  -1.374  4.508  3.501  0.09
H  -0.746  5.896  2.591  0.08
H  4.806  2.591  -2.356  0.08
H  5.537  4.090  -1.764  0.08
H  3.894  3.639  -1.270  0.08
H  6.833  1.285  -1.451  0.07
H  7.291  1.458  0.242  0.09
H  7.523  2.810  -0.882  0.08
H  4.620  3.941  1.135  0.08
H  6.254  4.316  0.582  0.08
H  6.000  3.032  1.770  0.08
F  1.520  -9.457  3.399  0.02
C  1.263  -8.121  3.316  -0.30
C  -0.036  -7.696  3.141  -0.03
C  -0.289  -6.333  3.066  -0.05
C  0.734  -5.381  3.175  -0.37
C  0.463  -3.940  3.027  -0.31
C  2.038  -5.870  3.328  -0.05
C  2.310  -7.228  3.405  -0.03
H  -0.833  -8.424  3.063  0.11
H  -1.308  -5.992  2.926  0.11
H  1.208  -3.316  3.518  0.04
H  -0.541  -3.662  3.345  0.05
H  2.857  -5.162  3.394  0.11
H  3.320  -7.596  3.530  0.11

***

Number 1: total energy -5707.74317 Ha. Number 2: total energy -7314.59926 Ha. Number 3: total energy -2673.25268 Ha.